Entry 1:
Entry from OMol25: an isolated molecule of C4H4N2S2 (the ωB97M-V functional and the def2-TZVPD basis).

Computed properties:
SMILES = NC1=CC(=S)C(=S)N1
Kohn-Sham gap = 6.806 eV
LUMO level = -0.041 hartree

Atoms and positions in Å:
S  -1.707  2.609  0.866
C  0.318  0.628  0.884
H  2.064  -1.822  -0.635
H  0.877  1.013  1.772
H  -0.644  -1.263  -1.596
C  -0.904  1.213  0.571
N  1.783  -1.129  -0.030
N  -0.494  -0.590  -0.743
C  0.582  -0.414  0.002
C  -1.462  0.298  -0.560
H  2.428  -0.883  0.771
S  -2.841  0.340  -1.301

natural (NBO) atomic charge list, values in e, 2 entries: number 1, S, carries -0.001; number 2, C, carries -0.458

=====

Entry 2:
Entry from OMol25: a cluster of 2 separate species, C4H4N2S2 in total (the ωB97M-V functional and the def2-TZVPD basis).

Computed properties:
Kohn-Sham gap (alpha / beta) = 7.492 / 7.489 eV
LUMO level (alpha / beta) = 0.005 / 0.005 hartree

Atoms and positions in Å:
H  0.485  -0.288  -0.891
C  0.158  -0.539  0.011
H  0.965  1.751  -4.255
H  -0.604  -1.829  3.125
N  -0.537  0.435  0.697
H  -1.549  0.580  2.656
N  1.653  0.182  -2.890
S  -1.019  1.831  -0.017
S  0.363  -1.985  0.907
C  -0.775  0.093  2.052
C  1.302  0.971  -3.659
C  -0.441  -1.201  2.264

natural (NBO) atomic charge list, values in e, 2 entries: number 1, H, carries 0.246; number 2, C, carries -0.151

=====

Entry 3:
Entry from OMol25: an isolated molecule of C4H4N2S2 (the ωB97M-V functional and the def2-TZVPD basis).

Computed properties:
SMILES = S=C(S)c1c[nH]cn1
Kohn-Sham gap = 7.274 eV
LUMO level = -0.029 hartree

Atoms and positions in Å:
S  1.855  0.662  -1.039
N  -1.462  -0.516  0.951
N  -1.621  -1.999  -0.851
C  -0.635  -1.157  -1.166
C  -2.164  -1.499  0.401
C  0.497  0.573  0.248
C  -0.419  -0.391  0.004
H  -3.068  -2.136  0.724
H  1.967  -0.831  -0.890
H  -2.104  -2.512  -1.458
H  -0.176  -0.933  -2.079
S  0.726  1.766  1.419

natural (NBO) atomic charge list, values in e, 2 entries: number 1, S, carries -0.029; number 2, N, carries -0.351

=====

Entry 4:
Entry from OMol25: a cluster of 2 separate species, C4H4N3OS in total (the ωB97M-V functional and the def2-TZVPD basis).

Computed properties:
Net charge = -1
Kohn-Sham gap = 6.880 eV
LUMO level = 0.132 hartree

Atoms and positions in Å:
H  -1.117  2.737  0.113
O  2.069  1.047  -1.139
H  2.828  -1.344  -0.078
N  -2.672  -0.021  0.200
N  -2.645  1.278  0.274
H  1.034  -1.725  -0.147
S  -1.104  -2.113  -0.173
C  1.499  0.259  -0.451
N  -1.438  -0.467  -0.023
C  -0.595  0.590  -0.101
C  1.822  -1.004  0.177
H  1.700  -0.934  1.255
C  -1.381  1.698  0.092

natural (NBO) atomic charge list, values in e, 2 entries: number 1, H, carries 0.192; number 2, O, carries -0.534

=====

Entry 5:
Entry from OMol25: an isolated molecule of C4H4N4 (the ωB97M-V functional and the def2-TZVPD basis).

Computed properties:
SMILES = [H]/N=c1/ncccnn1
Kohn-Sham gap = 9.391 eV
LUMO level = -0.020 hartree

Atoms and positions in Å:
C  -0.860  0.528  0.839
C  0.223  -0.051  1.317
H  -1.608  0.780  1.448
H  0.405  -0.062  2.422
N  -0.592  -1.410  -1.697
N  1.429  -0.439  -0.792
N  -0.373  0.836  -1.290
N  -0.920  1.373  -0.317
H  -1.543  -0.897  -2.015
H  2.402  -0.057  0.884
C  1.386  -0.148  0.419
C  0.051  -0.452  -1.218

natural (NBO) atomic charge list, values in e, 2 entries: number 1, C, carries -0.048; number 2, C, carries -0.275

=====

Entry 6:
Entry from OMol25: an isolated molecule of C4H4N4 (the ωB97M-V functional and the def2-TZVPD basis).

Computed properties:
SMILES = N#Cc1nc(N)c[nH]1
Kohn-Sham gap = 8.553 eV
LUMO level = 0.016 hartree

Atoms and positions in Å:
N  0.182  -1.194  0.030
C  1.166  -0.391  0.042
N  -2.213  -0.689  -0.003
C  -0.931  -0.150  -0.200
H  1.553  1.525  0.156
N  0.893  0.883  0.077
H  -2.195  -1.772  0.394
N  3.707  -0.417  -0.080
C  2.469  -0.598  -0.100
H  -3.209  -0.432  -0.401
C  -0.403  1.122  -0.117
H  -1.017  2.112  0.201

natural (NBO) atomic charge list, values in e, 2 entries: number 1, N, carries -0.398; number 2, C, carries 0.163

=====

Entry 7:
Entry from OMol25: a structure of composition C4H4N4 (the ωB97M-V functional and the def2-TZVPD basis).

Computed properties:
Kohn-Sham gap = 9.238 eV
LUMO level = -0.020 hartree

Atoms and positions in Å:
C  0.694  0.173  1.480
N  -1.614  0.364  -0.825
H  1.555  0.861  1.554
C  0.260  -0.508  -2.070
H  0.670  -0.693  2.139
H  -1.349  0.290  2.142
C  0.446  -0.334  0.056
H  0.618  -0.755  -3.012
C  -0.734  0.423  0.133
N  1.105  -0.762  -1.049
N  -1.006  0.047  -2.069
N  -0.644  0.893  1.521

natural (NBO) atomic charge list, values in e, 2 entries: number 1, C, carries -0.257; number 2, N, carries -0.178

=====

Entry 8:
Entry from OMol25: an isolated molecule of C4H4N4O6 (the ωB97M-V functional and the def2-TZVPD basis).

Computed properties:
SMILES = O=C1NC=N[C@@H](O)C1([N+](=O)[O-])[N+](=O)[O-]
Kohn-Sham gap = 10.116 eV
LUMO level = -0.030 hartree

Atoms and positions in Å:
O  2.775  0.877  -0.534
C  0.646  0.080  -0.129
H  -2.945  -0.627  1.053
N  1.930  0.075  -0.917
H  -0.630  0.566  -1.861
N  -1.708  0.654  0.054
C  -0.474  0.865  -0.749
C  0.026  -1.559  0.121
C  -2.031  -0.473  0.465
N  0.929  0.472  1.235
O  0.783  -2.463  0.150
H  -0.472  2.909  -0.244
O  -0.023  2.185  -0.855
O  0.291  1.333  1.798
O  2.038  -0.743  -1.825
N  -1.284  -1.646  0.345
O  1.962  -0.032  1.644
H  -1.813  -2.473  0.248

natural (NBO) atomic charge list, values in e, 2 entries: number 1, O, carries -0.313; number 2, C, carries 0.038

=====

Calculated energy above the lowest of the compared OMol25 structures with the same formula, charge and spin (kcal per mole), listed in the same order as above: 32.3 62.5 51.8 49.4 88.0 73.4 80.4 27.7
Calculated max |F| (eV Å⁻¹), listed in the same order as above: 7.20 6.01 6.80 3.87 4.71 14.52 3.41 4.26